Computed, not measured: C20H19N3O5S2 in the gas phase in a non-equilibrium geometry, with ωB97M-V/def2-TZVPD.

```
49
Properties=species:S:1:pos:R:3:forces:R:3
C -4.98671 -4.19799 0.93761 0.10 0.29 -0.28
C -4.76807 -3.66110 -0.46971 -0.46 -0.42 0.06
O -4.12285 -2.38866 -0.44377 0.11 0.10 -0.02
C -4.90123 -1.32028 -0.26831 -0.27 -0.03 -0.02
O -6.10518 -1.36636 -0.17278 0.05 -0.02 0.01
C -4.14440 -0.05092 -0.23080 0.37 0.11 0.05
C -4.85254 1.14354 -0.29231 0.13 -0.60 0.02
N -4.28240 2.33406 -0.27286 -0.02 0.38 -0.02
C -2.95932 2.33820 -0.19015 -0.46 -0.11 -0.02
S -2.14132 3.86608 -0.17667 0.13 0.46 -0.01
C -3.56196 4.99041 -0.28085 0.27 -0.35 0.02
N -2.17192 1.27361 -0.10958 0.23 -0.42 0.01
C -2.73269 0.07579 -0.12020 -0.80 0.80 -0.13
O -2.01824 -1.03115 -0.02384 0.12 -0.09 0.06
C -0.65125 -1.13078 0.12358 0.72 -0.16 0.05
C -0.18099 -2.44314 0.08570 -0.25 0.18 -0.02
C 1.16914 -2.68612 0.23771 -0.09 0.12 -0.02
C 2.06178 -1.64424 0.42046 -0.03 0.07 0.02
C 1.59023 -0.33680 0.46426 -0.31 -1.10 -0.13
N 2.46644 0.72418 0.61775 0.89 0.49 0.37
S 4.02647 0.61930 1.23028 -0.46 0.24 -0.10
O 4.39555 1.97935 1.48138 -0.06 0.09 -0.26
O 4.09644 -0.32924 2.30039 0.01 -0.16 -0.37
C 4.94503 0.00226 -0.17348 -0.27 0.08 0.48
C 5.72135 -1.13130 -0.03948 0.02 -0.08 0.17
C 6.43439 -1.59378 -1.13402 0.01 0.04 -0.02
C 6.36073 -0.91597 -2.34063 0.03 -0.06 0.02
C 5.58154 0.22498 -2.45975 -0.07 0.08 0.07
C 4.86833 0.69073 -1.36764 0.03 0.10 -0.17
C 0.22692 -0.07784 0.31681 0.11 0.30 0.06
H -5.41001 -5.19700 0.88556 -0.04 -0.12 0.02
H -4.04228 -4.23727 1.47528 0.07 -0.06 0.07
H -5.67432 -3.55190 1.47794 -0.06 0.00 0.06
H -5.72617 -3.56433 -0.99136 0.21 -0.07 0.01
H -4.09612 -4.30680 -1.03908 -0.09 0.11 0.03
H -5.93192 1.12559 -0.36433 -0.05 -0.15 0.00
H -3.16004 5.99787 -0.28445 0.07 0.08 0.00
H -4.10758 4.78735 -1.19577 -0.07 0.08 0.00
H -4.20208 4.83217 0.58012 -0.08 0.08 -0.01
H -0.88910 -3.24226 -0.05998 -0.09 -0.10 -0.02
H 1.53502 -3.70100 0.21278 0.02 -0.09 0.00
H 3.11220 -1.83833 0.55158 0.04 -0.16 -0.01
H 2.05597 1.63972 0.70989 0.19 0.17 0.09
H 5.75534 -1.62925 0.91712 0.03 -0.12 0.07
H 7.04637 -2.47835 -1.04500 0.04 -0.07 0.02
H 6.91638 -1.27684 -3.19322 0.04 -0.03 -0.07
H 5.53201 0.75049 -3.40119 -0.02 0.05 -0.06
H 4.26046 1.57927 -1.42512 -0.08 0.12 -0.11
H -0.13344 0.93627 0.34963 0.07 -0.06 0.01
```
Positions in Å, forces in eV/Å.

total charge	0
energy	-2110.38964	Ha

Computed, not measured: a gas-phase ion, C20H19N4O6S3 (charge -1) in a non-equilibrium geometry, with ωB97M-V/def2-TZVPD.

```
52
Properties=species:S:1:pos:R:3:forces:R:3
C -2.88053 0.26138 0.87824 0.20 0.07 0.31
C -2.68594 -1.17131 0.38308 0.13 -0.45 0.03
C -1.17672 -1.50074 0.47427 0.43 0.17 -0.21
N -0.53583 -0.26046 0.98274 0.48 -0.38 0.01
C 0.72522 -0.05384 1.47173 0.56 0.81 0.74
S 2.07786 -1.20231 1.31514 -0.90 -1.66 -1.30
S 1.07848 1.40234 2.19556 0.28 0.09 0.14
C -1.49818 0.82003 1.21367 -0.29 0.52 0.13
H -3.37307 0.90563 0.15154 -0.08 -0.17 -0.06
H -3.46072 0.28948 1.79453 -0.32 -0.10 -0.01
H -3.22053 -1.89918 0.99232 -0.19 0.13 0.02
H -3.06161 -1.28338 -0.63820 0.21 -0.04 0.10
H -0.95191 -2.35011 1.14091 -0.12 0.37 -0.12
H -0.82966 -1.78305 -0.53313 0.30 0.26 0.38
H -1.29377 1.72270 0.59980 0.29 -0.58 0.35
H -1.44212 1.14106 2.27514 0.05 -0.17 -0.68
C 1.90279 -8.18922 3.31761 -0.01 -0.24 0.02
C 1.97230 -6.72908 3.66565 -0.09 0.12 -0.10
C 2.43893 -6.34461 4.91812 0.10 0.14 0.31
C 2.52975 -5.00094 5.26489 0.12 0.08 -0.40
C 2.18120 -4.03932 4.31880 0.03 -0.24 0.71
S 2.49866 -2.33737 4.73451 0.62 1.29 -2.33
O 1.40872 -1.50733 4.28715 0.09 -0.56 0.83
O 3.06782 -2.19983 6.04495 -0.36 -0.54 -0.31
N 3.69225 -1.98660 3.56585 -1.53 -0.76 0.98
C 4.94244 -2.61121 3.55633 1.80 -0.12 0.45
C 5.53514 -3.49207 4.46554 -0.62 0.33 -0.64
C 6.90228 -3.81300 4.30471 0.00 0.57 -1.15
N 7.47535 -4.89391 5.05509 0.92 -0.91 0.58
O 8.70192 -5.12408 4.89523 -1.94 0.19 0.47
O 6.75054 -5.58419 5.81169 1.05 1.18 -1.13
C 7.68388 -3.17224 3.30409 -0.59 -0.47 0.42
C 7.09630 -2.27115 2.41395 0.15 -0.65 0.70
C 5.72310 -1.99458 2.51877 -0.20 0.09 0.52
C 4.89981 -1.03848 1.89605 -0.90 0.41 -0.94
N 5.24487 -0.24314 0.81160 -0.06 0.32 -0.44
O 6.40020 -0.34058 0.33364 -0.52 -0.07 0.37
O 4.40113 0.54247 0.31366 0.59 -0.68 0.80
C 3.52055 -0.97062 2.51833 0.45 1.97 1.28
C 1.68556 -4.39408 3.06524 -0.05 -0.25 -0.08
C 1.56644 -5.75067 2.74822 0.26 0.29 0.57
H 1.75620 -8.33960 2.24665 -0.01 0.02 0.07
H 2.81795 -8.71766 3.61226 -0.16 0.16 -0.05
H 1.07040 -8.66805 3.84572 0.08 0.03 -0.09
H 2.77249 -7.10133 5.63028 -0.11 0.16 -0.19
H 2.93637 -4.66542 6.21588 -0.13 -0.21 -0.10
H 4.99517 -3.92931 5.29415 0.02 0.04 -0.11
H 8.73996 -3.44024 3.25603 -0.36 0.19 -0.12
H 7.68437 -1.75264 1.68163 0.07 0.05 -0.17
H 3.27478 0.01884 3.00801 0.17 -0.86 -0.75
H 1.43167 -3.62437 2.33788 0.05 -0.10 0.18
H 1.18631 -6.06971 1.78356 0.05 0.16 0.01
```
Positions in Å, forces in eV/Å.

total charge	-1
energy	-2638.41977	Ha

Computed, not measured: 2 unconnected molecules or ions with the total composition C20H19O5P, with ωB97M-V/def2-TZVPD.

```
45
Properties=species:S:1:pos:R:3:forces:R:3
O 1.47881 -3.86236 -2.28943 0.00 0.00 0.00
C 2.21404 -3.10975 -1.68712 0.00 0.00 0.00
C 3.36618 -3.62941 -0.89387 0.00 0.03 -0.01
C 3.60696 -4.99804 -0.87615 0.04 -0.05 0.02
C 4.68204 -5.50122 -0.16393 -0.01 0.01 0.00
C 5.52205 -4.64020 0.53414 0.00 0.01 0.00
C 5.28194 -3.27689 0.52688 0.03 -0.05 0.03
C 4.20285 -2.76646 -0.18475 -0.02 0.01 -0.01
C 3.95686 -1.29477 -0.16586 0.00 0.00 0.00
O 4.65630 -0.55190 0.48924 0.00 0.00 0.00
C 2.82264 -0.77359 -0.98016 0.02 -0.03 0.00
C 2.58940 0.59654 -1.00892 -0.05 0.05 -0.01
C 1.55108 1.10515 -1.77119 0.00 0.01 0.02
C 0.74064 0.24919 -2.50947 -0.02 0.01 -0.04
C 0.96303 -1.11712 -2.47823 -0.02 0.05 0.00
C 2.00248 -1.63406 -1.71355 0.01 -0.01 0.02
H 2.94534 -5.65233 -1.42706 -0.02 0.03 -0.02
H 4.86944 -6.56697 -0.15282 0.00 0.00 0.00
H 6.36540 -5.03565 1.08498 0.00 0.00 0.00
H 5.92187 -2.59331 1.06773 -0.02 0.03 -0.01
H 3.23107 1.24845 -0.43193 0.02 -0.03 0.01
H 1.36843 2.17228 -1.79405 0.00 0.00 -0.02
H -0.07021 0.65419 -3.09999 0.01 0.01 0.00
H 0.33690 -1.79686 -3.03973 0.02 -0.03 0.01
C -4.86473 5.09459 1.89364 0.02 -0.18 -0.12
C -4.10066 3.82900 2.29360 -0.10 0.15 -0.09
P -4.21360 2.53671 0.96763 -0.10 -0.06 -0.10
C -4.99840 1.10619 1.85088 0.12 0.12 0.04
C -2.42498 2.00872 0.87554 0.28 0.13 -0.25
C -2.18443 0.65372 0.20263 0.24 -0.04 0.28
O -1.97835 0.99024 -1.16750 -0.42 0.02 -0.02
C -1.85403 2.33009 -1.29802 0.18 -0.12 0.06
O -1.76886 2.89429 -2.33861 0.21 0.05 -0.02
O -1.79594 2.90880 -0.07689 -0.31 0.05 0.03
H -5.90263 4.85620 1.65455 -0.03 0.05 0.10
H -4.43180 5.52415 0.98977 0.03 0.08 0.06
H -4.84755 5.83830 2.69033 0.00 0.02 -0.03
H -3.04805 4.06879 2.45833 -0.01 -0.02 0.05
H -4.50747 3.42264 3.22142 0.11 -0.01 0.03
H -5.88406 0.80708 1.29403 0.01 -0.09 0.04
H -5.29942 1.38319 2.86034 0.00 -0.01 0.01
H -4.32598 0.25187 1.92340 -0.05 -0.05 0.02
H -1.86471 2.14708 1.79897 -0.13 -0.21 0.11
H -3.01993 -0.03716 0.28231 -0.06 0.04 -0.12
H -1.28997 0.16060 0.58890 0.04 0.03 -0.07
```
Positions in Å, forces in eV/Å.

total charge	0
energy	-1491.10463	Ha

Question: Look up the energy of the second one.
Answer: -2638.41977 Ha